Record 1
26
Properties=species:S:1:pos:R:3 method="wB97M-V/def2-TZVPD" charge=0 de_lowest_kj_mol=31.04 fmax_ha_per_bohr=0.0093 smiles=CCCC.CCOC homo_energy_ha=-0.364 gap_ev=11.1 e_lumo_ev=1.14
C -2.315 0.174 -1.128
C 0.388 -2.631 -0.853
C -1.503 -0.968 -0.517
C -0.424 -1.490 -1.463
H -3.085 0.530 -0.423
H -2.813 -0.168 -2.051
H -1.650 1.018 -1.379
H -0.276 -3.475 -0.602
H 0.887 -2.290 0.070
H 1.159 -2.987 -1.558
H -1.020 -0.619 0.416
H -2.181 -1.803 -0.254
H -0.906 -1.838 -2.397
H 0.254 -0.655 -1.726
O 0.581 1.877 0.639
C -0.488 2.354 1.426
C 2.622 0.662 0.516
C 1.508 1.141 1.421
H -1.170 2.914 0.765
H -0.135 3.031 2.222
H -1.050 1.527 1.892
H 2.218 0.017 -0.282
H 3.133 1.521 0.048
H 3.363 0.085 1.094
H 1.908 1.786 2.227
H 0.995 0.285 1.898

=====

Record 2
65
Properties=species:S:1:pos:R:3 method="wB97M-V/def2-TZVPD" charge=+2 multiplicity=3 fmax_ha_per_bohr=0.0600 homo_energy_ha="-0.481 / -0.470" gap_ev="6.8 / 2.8" e_lumo_ev="-6.27 / -9.97"
Cu 1.623 3.495 2.041
N 0.075 0.778 0.653
O -1.118 0.489 0.695
O 0.529 1.645 1.416
O 0.936 0.186 -0.003
C -2.377 4.003 0.700
S -1.688 4.192 2.426
O -0.236 4.502 2.335
C -2.604 5.733 2.896
H -3.464 3.960 0.642
H -1.959 3.200 0.092
H -2.120 4.898 0.134
H -2.561 6.033 3.943
H -3.655 5.735 2.607
H -2.126 6.570 2.386
C -4.736 0.142 0.069
S -5.263 -0.147 1.820
O -5.882 -1.592 1.774
C -3.561 -0.342 2.505
H -5.623 0.169 -0.565
H -4.208 -0.745 -0.280
H -4.137 1.047 -0.033
H -3.104 0.620 2.276
H -2.970 -1.038 1.909
H -3.641 -0.560 3.570
C 3.145 -2.077 -0.701
S 4.888 -2.193 -1.374
O 5.605 -3.116 -0.336
C 4.639 -3.319 -2.804
H 2.444 -1.797 -1.488
H 3.136 -1.332 0.095
H 2.923 -3.045 -0.252
H 4.617 -2.775 -3.748
H 3.794 -3.981 -2.612
H 5.513 -3.955 -2.660
C -1.980 0.846 -2.840
S -1.149 2.415 -3.454
O -1.938 3.445 -2.710
C 0.487 2.123 -2.662
H -2.105 0.920 -1.760
H -1.206 0.086 -2.943
H -2.925 0.548 -3.294
H 1.169 2.893 -3.022
H 0.910 1.145 -2.891
H 0.480 2.326 -1.591
C 4.651 0.111 1.908
S 4.047 -1.394 2.777
O 4.843 -1.471 4.092
C 2.422 -0.659 3.354
H 5.475 -0.139 1.241
H 4.956 0.862 2.637
H 3.874 0.557 1.287
H 2.656 0.037 4.160
H 1.617 -1.290 3.731
H 2.053 -0.133 2.473
C -0.988 -5.167 -2.264
S 0.225 -4.146 -1.351
O 1.534 -4.298 -2.134
C -0.456 -2.515 -1.799
H -1.874 -5.306 -1.646
H -0.526 -6.112 -2.549
H -1.336 -4.591 -3.122
H -0.572 -2.495 -2.882
H 0.228 -1.702 -1.551
H -1.407 -2.277 -1.323

=====

Record 3
13
Properties=species:S:1:pos:R:3 method="wB97M-V/def2-TZVPD" charge=+1 de_lowest_kj_mol=159.61 fmax_ha_per_bohr=0.0858 homo_energy_ha=-0.656 gap_ev=14.7 e_lumo_ev=-3.19
C 0.431 0.860 0.956
C -0.732 0.596 -1.105
C 0.103 -1.311 0.150
O -0.571 -0.027 0.255
H 0.384 0.494 1.967
H 1.516 0.510 0.774
H 0.229 2.010 0.773
H -1.179 -0.322 -1.668
H -1.425 1.351 -0.831
H 0.310 0.770 -1.515
H -0.585 -2.009 0.373
H 0.518 -1.461 -0.930
H 0.999 -1.462 0.802

=====

Record 4
40
Properties=species:S:1:pos:R:3 method="wB97M-V/def2-TZVPD" charge=0 de_lowest_kj_mol=87.28 fmax_ha_per_bohr=0.0424 smiles=CCCCCNCC.O.O.O.O.O homo_energy_ha=-0.330 gap_ev=9.4 e_lumo_ev=0.45
C -1.658 -0.810 -0.733
N -0.733 -1.376 -1.709
C 0.616 -0.843 -1.702
C 1.216 -0.711 -3.119
C -2.324 0.530 -1.091
C -1.321 2.943 1.245
C -0.642 2.042 0.219
C -1.495 1.792 -1.052
H -1.214 -0.768 0.259
H -2.490 -1.499 -0.594
H -1.147 -1.302 -2.627
H 0.570 0.161 -1.278
H 1.290 -1.471 -1.143
H 0.908 -1.620 -3.659
H 0.834 0.155 -3.646
H 2.282 -0.916 -3.009
H -2.909 0.441 -2.009
H -3.107 0.613 -0.326
H -0.978 2.703 2.253
H -2.404 2.736 1.305
H -1.293 3.985 0.939
H -0.278 1.121 0.674
H 0.208 2.574 -0.174
H -0.830 1.862 -1.918
H -2.078 2.705 -1.143
H 0.323 -3.110 1.576
H -0.655 -2.653 0.453
O -0.619 -3.080 1.311
H 2.433 -1.601 2.833
H 3.156 -2.888 2.244
O 2.315 -2.543 2.585
H -1.294 -0.177 2.878
H -0.962 -1.513 2.249
O -0.600 -0.612 2.370
H 2.665 0.434 1.775
H 1.291 0.211 2.505
O 2.255 0.209 2.638
H 2.165 0.573 -0.714
H 3.666 0.861 -0.571
O 2.838 0.846 -0.093

=====

Record 5
62
Properties=species:S:1:pos:R:3 method="wB97M-V/def2-TZVPD" charge=0 multiplicity=5 de_lowest_kj_mol=32.87 fmax_ha_per_bohr=0.0367 homo_energy_ha="-0.276 / -0.276" gap_ev="7.4 / 7.3" e_lumo_ev="-0.15 / -0.24"
Fe 0.684 0.360 0.486
C -1.483 0.290 4.498
C -1.099 0.056 3.064
N 0.143 -0.076 2.706
N 1.077 -0.205 3.637
C 2.231 0.378 3.529
N 3.253 -0.032 4.332
S 2.532 1.709 2.483
C -2.113 -0.009 2.031
C -3.477 -0.141 2.332
C -4.395 -0.190 1.303
C -3.943 -0.127 -0.007
C -2.580 -0.010 -0.219
N -1.692 0.070 0.756
H -0.608 0.655 5.033
H -1.813 -0.633 4.970
H -2.279 1.028 4.569
H 3.019 -0.682 5.064
H 3.950 0.665 4.541
H -3.804 -0.199 3.358
H -5.449 -0.278 1.519
H -4.629 -0.175 -0.837
H -2.177 0.026 -1.220
O 0.623 -3.617 -3.652
C 0.576 -4.329 -2.515
C 0.542 -5.723 -2.607
C 0.471 -6.505 -1.473
C 0.453 -5.918 -0.217
C 0.513 -4.545 -0.115
C 0.578 -3.731 -1.244
C 0.627 -2.267 -1.025
O 0.881 -1.820 0.126
N 0.387 -1.511 -2.086
N 0.223 -0.185 -1.838
C 0.131 0.591 -2.844
S 0.373 0.068 -4.528
C 0.650 1.770 -5.129
C -0.350 2.676 -4.450
S -0.357 2.266 -2.658
H 0.583 -2.662 -3.410
H 0.556 -6.171 -3.589
H 0.433 -7.581 -1.566
H 0.388 -6.529 0.671
H 0.506 -4.059 0.847
H 0.528 1.764 -6.210
H 1.673 2.048 -4.872
H -1.358 2.531 -4.841
H -0.075 3.727 -4.534
C 0.590 5.476 0.625
C -0.457 4.760 1.184
C -0.523 3.398 0.955
N 0.372 2.738 0.229
C 1.380 3.427 -0.301
C 1.527 4.792 -0.134
H 0.676 6.540 0.785
H -1.211 5.250 1.780
H -1.326 2.805 1.367
H 2.090 2.853 -0.882
H 2.357 5.311 -0.588
O 3.090 0.133 -0.053
H 3.185 -0.815 0.081
H 3.347 0.564 0.784

=====

Record 6
95
Properties=species:S:1:pos:R:3 method="wB97M-V/def2-TZVPD" charge=+1 fmax_ha_per_bohr=0.0416 homo_energy_ha=-0.433 gap_ev=7.9 e_lumo_ev=-3.89
O -1.180 1.507 3.025
S -0.502 1.200 4.234
O 0.021 2.259 5.021
C 0.821 0.028 3.954
C 1.772 0.388 2.796
P 1.074 0.670 1.049
O 0.640 2.223 0.989
I 3.152 0.603 -0.272
C 2.866 1.391 3.228
S 4.471 0.482 3.331
C 3.780 -0.988 2.825
N 2.523 -0.871 2.601
H -1.382 0.522 5.018
H 1.426 -0.029 4.854
H 0.369 -0.947 3.779
H 0.393 2.429 0.067
H 2.725 1.758 4.237
H 3.038 2.211 2.543
H 4.264 -1.945 2.682
H 1.959 -1.667 2.308
O 5.270 -4.395 -0.639
S 4.229 -4.765 0.264
O 4.027 -4.026 1.486
O 4.355 -6.306 0.602
C 5.614 -6.794 1.124
C 5.845 -6.398 2.568
C 2.695 -4.848 -0.594
H 6.432 -6.461 0.484
H 5.562 -7.877 1.044
H 5.960 -5.319 2.671
H 6.750 -6.871 2.947
H 5.000 -6.697 3.188
H 2.833 -5.425 -1.503
H 2.404 -3.827 -0.832
H 1.953 -5.307 0.055
O -2.942 3.303 -5.583
S -1.863 3.729 -4.747
O -0.922 2.789 -4.217
O -2.450 4.605 -3.555
C -3.471 4.013 -2.727
C -2.916 2.951 -1.799
C -0.974 5.015 -5.553
H -4.271 3.611 -3.351
H -3.894 4.830 -2.148
H -2.541 2.095 -2.360
H -3.690 2.594 -1.119
H -2.084 3.348 -1.217
H -1.680 5.749 -5.932
H -0.424 4.557 -6.372
H -0.284 5.463 -4.843
O 2.401 0.198 8.570
S 1.311 0.255 9.500
O 0.093 -0.442 9.221
O 0.981 1.782 9.801
C 0.704 2.622 8.663
C -0.658 2.356 8.060
C 1.868 -0.181 11.109
H 1.495 2.503 7.921
H 0.754 3.647 9.025
H -0.709 1.353 7.639
H -0.861 3.068 7.263
H -1.441 2.431 8.815
H 2.778 0.371 11.330
H 2.065 -1.251 11.100
H 1.084 0.050 11.824
O -3.863 -3.536 1.084
S -3.100 -3.096 -0.042
O -1.667 -3.096 0.012
O -3.602 -1.647 -0.465
C -3.601 -0.622 0.550
C -2.202 -0.146 0.873
C -3.618 -3.948 -1.491
H -4.116 -0.979 1.443
H -4.183 0.208 0.154
H -1.612 -0.941 1.330
H -2.219 0.695 1.574
H -1.683 0.161 -0.037
H -4.702 -3.921 -1.547
H -3.267 -4.973 -1.401
H -3.167 -3.471 -2.357
O -3.062 2.553 -12.018
S -2.028 1.719 -11.490
O -2.159 0.297 -11.504
O -1.694 2.198 -10.007
C -2.782 2.258 -9.058
C -3.219 0.882 -8.599
C -0.485 2.154 -12.217
H -3.617 2.819 -9.479
H -2.412 2.822 -8.205
H -3.654 0.310 -9.417
H -3.968 0.970 -7.812
H -2.368 0.316 -8.222
H -0.368 3.233 -12.181
H -0.512 1.808 -13.248
H 0.311 1.652 -11.674

=====

Record 7
10
Properties=species:S:1:pos:R:3 method="wB97M-V/def2-TZVPD" charge=0 de_lowest_kj_mol=423.59 fmax_ha_per_bohr=0.1022 homo_energy_ha=-0.303 gap_ev=8.6 e_lumo_ev=0.32
C -1.778 2.042 1.530
C -0.455 0.206 0.461
C 0.239 -0.126 -0.588
C 1.115 -1.246 -0.835
N -1.091 1.129 1.001
H -1.921 2.009 2.523
H -0.010 0.520 -1.388
H 2.114 -0.799 -0.964
H 0.633 -1.843 -1.727
H 1.155 -1.891 -0.012

=====

Record 8
97
Properties=species:S:1:pos:R:3 method="wB97M-V/def2-TZVPD" charge=0 multiplicity=4 fmax_ha_per_bohr=0.0217 homo_energy_ha="-0.277 / -0.281" gap_ev="6.2 / 7.6" e_lumo_ev="-1.33 / 0.00"
Mn -0.498 -0.102 -1.165
C -2.072 3.938 1.097
Si -2.452 2.254 0.375
C -3.260 2.541 -1.264
C -3.659 1.377 1.504
N -1.025 1.245 0.255
P 0.499 1.415 0.773
C 1.252 -0.056 0.200
P 0.492 -1.483 0.913
N -0.841 -1.640 0.012
Si -1.916 -2.991 -0.360
C -1.286 -3.820 -1.917
C -3.664 -2.372 -0.536
C -1.915 -4.276 1.001
C 0.111 -1.522 2.677
C -1.210 -1.438 3.104
C -1.507 -1.492 4.460
C -0.482 -1.585 5.389
C 0.845 -1.614 4.971
C 1.144 -1.585 3.617
C 1.646 -2.878 0.704
C 1.546 -4.043 1.468
C 2.361 -5.134 1.195
C 3.288 -5.069 0.164
C 3.414 -3.904 -0.582
C 2.600 -2.814 -0.310
C 1.363 2.817 0.002
C 1.292 4.094 0.559
C 1.856 5.180 -0.097
C 2.496 4.997 -1.315
C 2.588 3.726 -1.866
C 2.031 2.640 -1.208
C 0.727 1.785 2.529
C 2.043 2.028 2.943
C 2.316 2.313 4.271
C 1.277 2.354 5.194
C -0.025 2.090 4.792
C -0.300 1.792 3.463
H -3.017 4.385 1.428
H -1.632 4.597 0.341
H -1.401 3.907 1.958
H -4.092 3.243 -1.133
H -3.669 1.616 -1.680
H -2.562 2.971 -1.987
H -4.686 1.691 1.277
H -3.472 1.601 2.562
H -3.600 0.293 1.370
H -0.366 -3.336 -2.252
H -2.020 -3.741 -2.727
H -1.075 -4.883 -1.750
H -3.725 -1.305 -0.329
H -4.343 -2.907 0.138
H -4.015 -2.507 -1.564
H -0.943 -4.766 1.109
H -2.639 -5.047 0.705
H -2.223 -3.887 1.974
H -1.997 -1.335 2.366
H -2.540 -1.447 4.790
H -0.714 -1.621 6.448
H 1.644 -1.665 5.701
H 2.174 -1.630 3.282
H 0.838 -4.097 2.284
H 2.275 -6.034 1.792
H 3.921 -5.921 -0.050
H 4.154 -3.849 -1.373
H 2.701 -1.885 -0.853
H 0.799 4.245 1.512
H 1.792 6.169 0.343
H 2.929 5.845 -1.834
H 3.085 3.588 -2.820
H 2.108 1.649 -1.627
H 2.843 2.014 2.209
H 3.332 2.511 4.589
H 1.485 2.585 6.233
H -0.830 2.108 5.518
H -1.313 1.566 3.150
O -2.819 1.486 -6.540
C -2.434 1.232 -5.438
C -3.071 0.239 -4.460
O -4.096 -0.374 -4.620
C -2.144 0.215 -3.325
C -1.163 1.175 -3.461
O -0.304 1.333 -2.480
C -1.191 1.813 -4.761
O -0.393 2.585 -5.251
O -2.137 -0.521 -2.254
C 2.155 0.456 -5.147
N 2.454 -0.493 -4.053
C 3.854 -0.672 -3.656
C 1.495 -0.817 -3.231
N 0.649 -1.073 -2.491
H 2.564 0.072 -6.079
H 2.598 1.427 -4.926
H 1.080 0.588 -5.247
H 4.437 -0.905 -4.545
H 3.939 -1.495 -2.952
H 4.245 0.237 -3.197